Entry a
C4H14NO2S | wB97M-V/def2-TZVPD

CARTESIAN COORDINATES (ANGSTROEM)
C  -0.04595  1.94594  0.34365
C  0.69511  1.13482  -0.78354
S  1.92562  -0.02986  -0.07779
C  -1.38638  1.25180  0.71471
N  -1.48589  0.80057  2.14957
C  -1.10467  -0.62204  2.30378
H  0.60227  2.05546  1.21707
H  -0.24458  2.96911  -0.00713
H  1.02608  1.84034  -1.55983
H  -0.03132  0.42506  -1.18937
H  -2.20562  1.94346  0.56680
H  -1.68379  0.35882  0.14888
H  -0.71810  1.26348  2.62515
H  -1.76210  -1.40693  1.89076
H  -1.35894  -0.84683  3.35527
H  -0.05492  -0.75873  2.03659
H  0.53007  -0.69778  -3.27443
H  -0.14356  -1.82901  -2.55584
O  -0.27900  -1.21977  -3.32857
H  -0.43516  -1.76177  -0.14547
H  0.85253  -2.35161  -0.52952
O  -0.09218  -2.40174  -0.77330

As for the spin multiplicity: 1. The charge is -1. For the HOMO energy, the calculation gives -3.05 eV. The LUMO energy is 0.1375 Ha. For the HOMO-LUMO gap, the calculation gives 6.786 eV.


Entry b
C4H14NO2S | wB97M-V/def2-TZVPD

CARTESIAN COORDINATES (ANGSTROEM)
C  1.65588  2.30003  -0.43809
N  0.60361  1.62639  -1.21016
C  0.09618  0.27468  -0.78937
C  -0.63253  -0.46052  -2.01353
S  -1.20110  -2.16110  -1.49458
C  -0.75142  0.45476  0.49632
H  1.85559  1.72827  0.50808
H  2.50223  2.36086  -1.10422
H  1.41411  3.29704  -0.02928
H  -0.22287  2.26147  -1.31138
H  1.01569  -0.30982  -0.55365
H  -1.40736  0.07774  -2.39841
H  0.12209  -0.62709  -2.75111
H  -1.66988  0.94746  0.31298
H  -0.06633  1.03828  1.13068
H  -1.09188  -0.48585  0.97972
H  -1.97905  -2.37289  0.70357
H  -1.52334  -3.41175  1.46045
O  -1.49508  -2.43586  1.65809
H  0.30341  -1.88030  2.49437
H  1.28335  -0.78604  1.72800
O  1.18870  -1.43578  2.62151

As for the spin multiplicity: 1. The charge is -1. For the HOMO energy, the calculation gives -2.99 eV. The LUMO energy is 0.1307 Ha. For the HOMO-LUMO gap, the calculation gives 6.548 eV.


Stability check: which of them is least stable? entry b.


Entry a
C5H7F2N | wB97M-V/def2-TZVPD

CARTESIAN COORDINATES (ANGSTROEM)
C  -1.01985  2.37537  -0.58459
C  -1.57297  1.38927  0.12310
F  -1.76338  1.46622  1.42061
F  -2.07564  0.23701  -0.34800
H  -0.84943  3.34741  -0.10661
H  -0.76040  2.23477  -1.62109
C  1.76179  -0.26969  0.34458
C  0.37512  -0.86735  0.52376
C  0.12979  -2.05729  -0.01614
N  0.02680  -3.22468  -0.33393
H  2.56628  -0.64323  1.00976
H  2.07676  -0.56785  -0.66119
H  1.81366  0.75404  0.18329
H  -0.40879  -0.50767  1.18099
H  -0.29972  -3.66632  -1.11454

As for the spin multiplicity: 1. As for the SMILES: C=C(F)F.CC=C=N. The charge is 0. For the HOMO energy, the calculation gives -8.27 eV. The LUMO energy is 0.0339 Ha. For the HOMO-LUMO gap, the calculation gives 9.196 eV.


Entry b
C5H7F2N | wB97M-V/def2-TZVPD

CARTESIAN COORDINATES (ANGSTROEM)
N  2.31402  0.28258  0.66313
C  1.05671  1.11464  0.68575
C  0.13734  0.49810  -0.46255
C  -0.68029  -0.53924  0.03639
C  -0.44491  -1.13076  1.21140
F  -1.36501  -1.95646  1.80603
C  -0.15047  1.04494  -1.66851
F  -1.16104  0.56784  -2.49275
H  3.01838  0.51457  -0.25110
H  2.85755  0.79330  1.49724
H  1.30532  2.19232  0.46574
H  0.39533  1.04228  1.71974
H  -1.51044  -0.90629  -0.41655
H  0.35908  -0.74146  1.82491
H  0.60083  1.69873  -2.11629

As for the spin multiplicity: 1. As for the SMILES: NCC(/C=C/F)=C/F. The charge is 0. For the HOMO energy, the calculation gives -8.66 eV. The LUMO energy is 0.0200 Ha. For the HOMO-LUMO gap, the calculation gives 9.202 eV.


Stability check: which of them is least stable? entry b.


Entry a
C4H7FO2 | wB97M-V/def2-TZVPD

CARTESIAN COORDINATES (ANGSTROEM)
C  -2.17164  0.96663  -0.23487
C  1.22360  -0.65352  0.27527
C  -0.98850  0.38120  -0.78956
C  0.42623  0.58263  0.49020
O  -3.02851  0.33560  0.37070
O  -1.05294  -0.91710  -1.18573
F  1.16046  1.62986  0.11777
H  -2.36119  2.04711  -0.37345
H  2.09142  -0.67226  0.96670
H  0.54418  -1.62932  0.47169
H  1.46749  -0.59350  -0.78099
H  -0.51558  1.11607  -1.52324
H  -0.08360  0.76305  1.42601
H  -1.75489  -1.44021  -0.84031

As for the spin multiplicity: 1. The charge is 0. For the HOMO energy, the calculation gives -9.46 eV. The LUMO energy is 0.0224 Ha. For the HOMO-LUMO gap, the calculation gives 10.063 eV.


Entry b
C4H7FO2 | wB97M-V/def2-TZVPD

CARTESIAN COORDINATES (ANGSTROEM)
C  -0.53790  1.44113  -0.12081
C  -0.58865  -0.14717  -0.07429
C  -0.12958  -1.03576  1.06135
C  0.52771  -1.13208  -0.26036
H  1.47240  2.47671  -0.67372
H  -0.85814  1.84612  -1.18620
H  -1.08967  1.79742  0.75908
H  0.35196  -0.81375  2.08032
H  -0.93585  -2.06687  0.90545
H  0.47267  -1.94709  -0.96801
H  1.71478  0.27241  -0.32491
O  0.78616  1.65511  0.42721
O  1.90986  -0.76877  -0.48547
F  -2.03620  -0.37916  -0.41793

As for the spin multiplicity: 1. The charge is 0. For the HOMO energy, the calculation gives -9.85 eV. The LUMO energy is -0.0534 Ha. For the HOMO-LUMO gap, the calculation gives 8.394 eV.


Stability check: which of them is least stable? entry b.


Entry a
C30H32IrN5O3S | wB97M-V/def2-TZVPD

CARTESIAN COORDINATES (ANGSTROEM)
Ir  -1.12291  0.05840  1.02114
C  2.84827  0.43685  2.81832
C  1.43381  0.12861  2.46525
N  0.88099  0.49152  1.36048
N  1.56771  1.12009  0.38381
C  0.74974  1.56944  -0.54409
O  -0.52368  1.38342  -0.49004
C  1.32006  2.33625  -1.66224
C  2.69746  2.53904  -1.74290
C  3.22151  3.29868  -2.77410
C  2.37511  3.85913  -3.72432
C  1.00378  3.65149  -3.64926
C  0.47508  2.89168  -2.61953
C  0.52702  -0.55189  3.37700
C  0.89443  -0.98738  4.63920
C  -0.06191  -1.54459  5.47182
C  -1.37166  -1.64442  5.02809
C  -1.67182  -1.19919  3.75601
N  -0.74223  -0.68108  2.94195
H  3.32739  0.94900  1.99057
H  3.40684  -0.47207  3.05074
H  2.87341  1.08219  3.69882
H  3.34239  2.10108  -0.99400
H  4.28829  3.47006  -2.83133
H  2.78738  4.46990  -4.51674
H  0.35227  4.09489  -4.39016
H  -0.59193  2.73433  -2.54240
H  1.91338  -0.86173  4.97555
H  0.21152  -1.88539  6.46130
H  -2.14881  -2.04858  5.66047
H  -2.67668  -1.25727  3.36514
C  -4.32672  2.80821  2.40977
C  -3.68299  1.78918  1.52977
O  -2.59102  1.28812  1.90033
N  -4.30471  1.45990  0.40286
C  -3.70553  0.57821  -0.58947
C  -3.77258  -0.84728  -0.12028
C  -4.83295  -1.68397  -0.41540
C  -4.84128  -2.97379  0.09114
C  -3.78636  -3.38997  0.88722
C  -2.76097  -2.50412  1.14962
N  -2.75173  -1.25947  0.66415
H  -3.65524  3.66403  2.48346
H  -4.44114  2.40489  3.41496
H  -5.29122  3.13824  2.03257
H  -5.21324  1.85324  0.21780
H  -2.66237  0.85930  -0.71112
H  -4.19821  0.71316  -1.54902
H  -5.64378  -1.32748  -1.03632
H  -5.65638  -3.64698  -0.13844
H  -3.75582  -4.38519  1.30689
H  -1.92184  -2.78568  1.76967
C  4.48994  0.29866  -4.51830
C  3.66256  -0.25199  -3.39229
C  4.26905  -0.67240  -2.20947
C  3.51878  -1.19976  -1.17090
C  2.14688  -1.32175  -1.33268
C  1.51309  -0.90438  -2.49518
C  2.27842  -0.37685  -3.51861
S  1.22067  -2.02934  -0.01152
C  0.94315  -3.65205  -0.68733
O  -0.21236  -1.42162  -0.10759
H  5.39754  0.77143  -4.14633
H  3.92885  1.02051  -5.10964
H  4.79430  -0.51045  -5.18582
H  5.34308  -0.58555  -2.10287
H  3.99568  -1.51142  -0.24872
H  0.43668  -0.98382  -2.58892
H  1.79654  -0.05532  -4.43363
H  0.60327  -3.56268  -1.71689
H  0.19367  -4.14785  -0.07201
H  1.89003  -4.18834  -0.63604

As for the spin multiplicity: 1. The charge is +2. For the HOMO energy, the calculation gives -13.17 eV. The LUMO energy is -0.2221 Ha. For the HOMO-LUMO gap, the calculation gives 7.131 eV.


Entry b
C30H32IrN5O3S | wB97M-V/def2-TZVPD

CARTESIAN COORDINATES (ANGSTROEM)
Ir  0.31296  0.41418  -0.74626
C  2.99750  -0.96373  2.22855
C  2.26811  -0.24667  1.14711
N  1.17965  -0.68843  0.61104
N  0.57342  -1.85560  0.93211
C  -0.47582  -2.05608  0.14630
O  -0.86347  -1.23497  -0.79145
C  -1.27365  -3.27217  0.34924
C  -0.84338  -4.25527  1.24176
C  -1.62100  -5.37952  1.45238
C  -2.82636  -5.52911  0.77592
C  -3.24640  -4.56249  -0.12810
C  -2.47208  -3.43435  -0.34345
C  2.73760  1.03908  0.58199
C  3.89963  1.65348  1.01694
C  4.27784  2.87269  0.47323
C  3.47920  3.45767  -0.49423
C  2.33059  2.79717  -0.89382
N  1.97326  1.61398  -0.39369
H  2.44924  -1.85895  2.50594
H  3.10274  -0.31926  3.10324
H  3.99969  -1.25094  1.90293
H  0.09900  -4.13002  1.75641
H  -1.29055  -6.14362  2.14326
H  -3.44197  -6.39995  0.95827
H  -4.17528  -4.69225  -0.66682
H  -2.78731  -2.67811  -1.04931
H  4.49414  1.18710  1.78964
H  5.18205  3.36117  0.81034
H  3.73230  4.40928  -0.93859
H  1.68817  3.20847  -1.66189
C  -3.41927  1.00576  1.08459
C  -2.21018  1.58275  0.43209
O  -1.11289  0.98252  0.57719
N  -2.31245  2.71219  -0.24666
C  -1.17774  3.37570  -0.87155
C  -0.91641  2.86701  -2.26479
C  -1.11147  3.68087  -3.35245
C  -0.89746  3.16705  -4.63224
C  -0.54249  1.85062  -4.77178
C  -0.37672  1.07876  -3.61980
N  -0.50691  1.57721  -2.38423
H  -3.12129  0.51437  2.00771
H  -3.82370  0.24089  0.41748
H  -4.18421  1.75261  1.28451
H  -3.23137  3.11346  -0.35972
H  -0.31065  3.21547  -0.22975
H  -1.38487  4.44240  -0.89983
H  -1.43343  4.70266  -3.21094
H  -1.02382  3.79442  -5.50424
H  -0.39951  1.40054  -5.74505
H  0.04816  -0.52283  -4.57176
C  1.84759  -6.68984  -0.40842
C  2.02039  -5.26223  -0.83904
C  1.03298  -4.62135  -1.58750
C  1.18318  -3.31099  -1.99809
C  2.33983  -2.61240  -1.66367
C  3.33112  -3.22393  -0.91166
C  3.16174  -4.54063  -0.50561
S  2.44675  -0.94981  -2.25989
C  4.13637  -0.45888  -1.91925
O  -0.06728  -0.21576  -3.66295
H  1.33841  -7.27150  -1.17570
H  1.24398  -6.74696  0.50044
H  2.80672  -7.16080  -0.20065
H  0.13138  -5.16025  -1.85349
H  0.40568  -2.83333  -2.58242
H  4.23896  -2.70073  -0.64220
H  3.94280  -5.01666  0.07439
H  4.80510  -1.20816  -2.33802
H  4.33544  -0.33096  -0.85744
H  4.29280  0.48680  -2.43493

As for the spin multiplicity: 1. The charge is +2. For the HOMO energy, the calculation gives -13.16 eV. The LUMO energy is -0.2368 Ha. For the HOMO-LUMO gap, the calculation gives 6.721 eV.


Stability check: which of them is least stable? entry a.